# 1
Entry from the OMol25 dataset: C34H20BrCl2EuN6O7 as an isolated structure in a non-equilibrium geometry (ωB97M-V/def2-TZVPD).

Last column: Löwdin charge in e.
Atoms and positions in Å:
Eu  0.99  0.10  1.08  1.89
C  4.81  -2.29  -0.28  -0.08
C  3.88  -1.52  0.40  -0.15
N  2.56  -1.70  0.33  -0.02
C  2.08  -2.74  -0.42  -0.19
C  2.97  -3.62  -1.12  -0.17
C  4.34  -3.35  -1.05  -0.04
C  2.43  -4.72  -1.83  -0.04
C  1.08  -4.94  -1.86  -0.04
C  0.17  -4.07  -1.20  -0.17
C  -1.21  -4.27  -1.23  -0.06
C  -2.05  -3.38  -0.55  -0.10
C  -1.48  -2.31  0.12  -0.22
N  -0.16  -2.06  0.16  -0.05
C  0.68  -2.94  -0.48  -0.20
H  5.86  -2.08  -0.20  0.09
H  4.22  -0.72  1.05  0.05
H  5.02  -3.99  -1.59  0.11
H  3.11  -5.38  -2.35  0.10
H  0.67  -5.79  -2.40  0.10
H  -1.62  -5.12  -1.76  0.10
H  -3.12  -3.51  -0.53  0.09
H  -2.11  -1.62  0.66  0.06
Br  4.42  1.93  2.13  0.87
C  3.61  2.53  0.53  -0.70
C  4.05  3.73  -0.01  -0.10
C  3.44  4.17  -1.17  -0.04
C  2.43  3.42  -1.74  0.01
C  2.07  2.23  -1.13  -0.17
N  2.66  1.79  -0.01  0.02
C  0.96  1.36  -1.71  -0.64
O  0.22  1.85  -2.56  0.04
O  0.92  0.19  -1.21  -0.18
H  4.84  4.29  0.47  0.10
H  3.76  5.11  -1.62  0.11
H  1.90  3.72  -2.63  0.12
O  1.65  2.62  6.72  0.13
C  1.43  2.16  5.64  -0.26
C  0.95  2.90  4.41  -0.28
O  0.47  4.06  4.38  0.05
C  1.17  1.98  3.36  -0.36
C  1.68  0.66  3.84  -0.39
O  1.96  -0.29  3.00  -0.29
C  1.67  0.65  5.24  -0.31
O  1.73  -0.27  6.06  0.05
O  0.91  2.15  2.12  -0.18
N  -7.46  1.08  -5.88  0.15
C  -6.70  1.16  -5.02  -0.19
C  -5.75  1.27  -3.95  -0.24
C  -6.02  2.07  -2.85  -0.02
C  -5.12  2.17  -1.81  0.00
C  -3.92  1.45  -1.86  -0.15
C  -3.64  0.65  -2.96  0.02
C  -4.55  0.56  -4.00  -0.01
N  -3.01  1.54  -0.79  0.01
C  -3.08  2.36  0.33  -0.03
C  -1.99  2.07  1.09  -0.10
N  -1.26  1.07  0.47  -0.03
C  -1.89  0.78  -0.64  -0.15
H  -6.95  2.63  -2.81  0.12
H  -5.35  2.80  -0.96  0.10
H  -2.70  0.12  -3.03  0.12
H  -4.32  -0.06  -4.86  0.12
H  -3.86  3.08  0.48  0.11
H  -1.66  2.53  2.01  0.11
H  -1.52  0.07  -1.36  0.12
Cl  0.70  -3.17  2.99  0.61
C  -0.25  -2.11  4.01  -0.89
Cl  -1.08  -0.75  3.13  0.59
H  0.40  -1.64  4.75  0.01
H  -1.06  -2.68  4.45  0.02

As for the LUMO energy (spin up / spin down): 1.604 / 1.602 eV. The calculation puts the total energy at -173277.6455 eV. As for the expectation value of S²: 15.7852. Its total charge is -1. The value obtained for the HOMO-LUMO gap (spin up / spin down) is 0.14627 / 0.24328 hartree. The value obtained for the HOMO energy (spin up / spin down) is -0.087 / -0.184 Eh. As for the spin multiplicity: 8. The energy above the lowest of the compared OMol25 structures with the same formula, charge and spin comes out at 44.6 kJ/mol.


# 2
Entry from the OMol25 dataset: C34H21Br2EuN6O9S2 as an isolated structure in a non-equilibrium geometry (ωB97M-V/def2-TZVPD).

Last column: Löwdin charge in e.
Atoms and positions in Å:
Eu  13.17  -10.85  14.90  2.00
O  16.96  -11.59  16.86  0.02
C  16.06  -11.31  16.04  -0.58
O  14.79  -11.29  16.27  -0.21
C  16.40  -10.77  14.68  -0.15
C  17.70  -10.62  14.15  0.02
C  17.78  -10.13  12.82  -0.04
C  16.63  -9.71  12.12  0.01
C  15.41  -9.84  12.76  -0.18
N  15.35  -10.31  13.98  0.06
C  14.10  -9.39  12.14  -0.61
O  13.99  -8.90  11.04  0.05
O  13.11  -9.65  12.89  -0.19
H  18.56  -10.98  14.68  0.10
H  18.78  -10.19  12.33  0.11
H  16.65  -9.34  11.11  0.11
C  10.13  -10.00  12.98  -0.04
C  10.62  -11.34  12.46  -0.33
C  10.00  -11.90  11.31  0.00
C  10.40  -13.15  10.86  -0.04
C  11.54  -13.77  11.43  -0.20
C  12.22  -14.94  10.91  -0.69
Br  11.51  -15.73  9.38  0.73
C  13.45  -15.29  11.39  -0.18
C  14.02  -14.63  12.52  -0.59
Br  15.64  -15.18  13.38  0.70
C  13.37  -13.56  13.13  -0.47
O  13.85  -12.92  14.10  -0.22
C  12.13  -13.12  12.54  -0.09
N  11.57  -11.94  13.07  0.09
H  10.41  -9.88  14.01  0.04
H  9.05  -9.95  12.96  0.07
H  10.49  -9.18  12.33  0.09
H  9.13  -11.44  10.83  0.11
H  9.97  -13.58  9.97  0.06
H  14.08  -16.10  10.95  0.11
O  11.57  -10.99  16.64  -0.14
C  11.04  -12.11  16.91  -0.43
N  11.16  -13.25  16.19  0.17
C  10.49  -14.24  16.88  -0.48
O  10.32  -15.38  16.59  0.08
C  10.05  -13.70  18.20  -0.12
C  9.47  -14.30  19.34  0.01
C  9.17  -13.43  20.42  -0.10
C  9.34  -12.07  20.32  -0.09
C  10.02  -11.52  19.20  0.02
C  10.26  -12.39  18.14  -0.12
H  9.49  -15.40  19.37  0.12
H  8.90  -13.84  21.33  0.06
H  9.24  -11.35  21.16  0.11
H  10.47  -10.59  19.29  0.09
N  13.68  -4.08  10.27  0.06
C  12.95  -4.69  11.29  -0.35
C  12.18  -3.98  12.24  -0.04
C  11.46  -4.64  13.24  -0.08
C  11.66  -5.97  13.44  -0.29
C  12.37  -6.70  12.53  -0.04
C  12.95  -6.06  11.47  -0.03
S  10.76  -6.67  14.83  0.55
O  9.52  -7.24  14.31  -0.34
O  10.74  -5.65  15.86  -0.40
N  11.66  -7.91  15.21  -0.15
C  12.78  -7.69  15.94  -0.69
S  13.26  -6.15  16.60  1.03
C  14.65  -6.88  17.34  -0.43
C  14.72  -8.15  16.94  -0.28
N  13.70  -8.62  16.17  -0.06
H  14.03  -3.16  10.67  0.11
H  14.49  -4.62  10.05  0.07
H  12.08  -2.89  12.06  0.11
H  10.83  -4.10  13.88  0.09
H  12.39  -7.79  12.67  0.09
H  13.56  -6.65  10.81  0.10
H  15.46  -6.37  17.83  0.05
H  15.57  -8.76  17.08  0.09

As for the LUMO energy (spin up / spin down): 3.809 / 3.809 eV. The calculation puts the total energy at -244059.5677 eV. As for the expectation value of S²: 12.0088. Its total charge is -2. The value obtained for the HOMO-LUMO gap (spin up / spin down) is 0.24681 / 0.24708 hartree. The value obtained for the HOMO energy (spin up / spin down) is -0.107 / -0.107 Eh. As for the spin multiplicity: 7. The energy above the lowest of the compared OMol25 structures with the same formula, charge and spin comes out at 84.3 kJ/mol.